[1]
Density functional theory data (wB97M-V/def2-TZVPD) for C34H33N5O2PdS as an isolated structure.

Each line ends with the Mulliken charge.
Positions of all 76 atoms, in Å:
Pd -0.10 0.57 0.29  -0.86
C 6.70 2.30 -0.02  -1.50
C 5.82 3.44 -0.43  0.79
C 6.37 4.67 -0.77  -0.71
C 5.56 5.72 -1.17  -0.67
C 4.19 5.56 -1.20  -0.98
C 3.62 4.35 -0.84  -0.15
C 4.43 3.28 -0.48  0.17
N 3.88 2.05 -0.11  0.23
C 2.72 1.46 -0.56  0.30
N 2.29 1.83 -1.79  -0.04
C 1.05 1.59 -2.41  0.88
C 0.03 0.87 -1.77  -0.37
C -1.17 0.66 -2.44  -0.19
C -1.35 1.12 -3.73  -0.98
C -0.34 1.84 -4.34  -0.76
C 0.87 2.09 -3.71  1.07
C 1.94 2.86 -4.42  -1.54
N 2.17 0.49 0.10  -0.71
C 2.58 0.18 1.41  0.16
C 2.24 1.04 2.46  0.87
C 2.61 0.72 3.76  -1.10
C 3.32 -0.44 4.01  -0.73
C 3.66 -1.29 2.96  -0.81
C 3.30 -1.00 1.66  0.83
C 3.68 -1.89 0.51  -1.40
H 7.75 2.55 -0.16  0.41
H 6.48 1.41 -0.60  0.30
H 6.55 2.06 1.04  0.34
H 7.44 4.80 -0.72  0.37
H 6.01 6.67 -1.44  0.39
H 3.55 6.39 -1.48  0.44
H 2.54 4.24 -0.81  0.74
H 4.27 1.62 0.72  0.33
H 2.89 2.49 -2.27  0.21
H -1.97 0.12 -1.94  0.41
H -2.27 0.94 -4.27  0.40
H -0.49 2.24 -5.34  0.32
H 1.59 3.13 -5.42  0.38
H 2.84 2.25 -4.54  0.37
H 2.20 3.77 -3.90  0.31
H 1.68 1.94 2.24  0.34
H 2.35 1.38 4.57  0.44
H 3.62 -0.69 5.02  0.41
H 4.20 -2.20 3.17  0.40
H 4.12 -2.82 0.88  0.44
H 4.40 -1.40 -0.14  0.24
H 2.80 -2.11 -0.09  0.30
C -4.52 5.74 5.18  -1.48
C -3.65 5.09 4.15  1.07
C -2.36 4.67 4.46  -0.94
C -1.58 4.01 3.53  -0.55
C -2.09 3.77 2.27  -0.61
C -3.35 4.20 1.93  -0.22
C -4.13 4.86 2.86  -0.62
S -1.19 2.64 1.20  1.86
O -2.10 2.25 0.13  -0.65
O 0.07 3.24 0.81  -0.46
N -0.88 1.41 2.17  -0.21
C -1.77 0.40 2.31  0.54
C -2.94 0.46 3.08  -0.44
C -3.70 -0.69 3.21  -0.44
C -3.29 -1.85 2.56  -0.59
C -2.14 -1.82 1.79  -0.56
N -1.40 -0.73 1.67  -0.04
H -4.02 5.83 6.13  0.34
H -5.44 5.16 5.32  0.32
H -4.81 6.74 4.85  0.35
H -1.97 4.86 5.45  0.31
H -0.59 3.65 3.77  0.46
H -3.72 3.98 0.93  0.49
H -5.11 5.21 2.59  0.40
H -3.22 1.39 3.55  0.36
H -4.61 -0.68 3.79  0.43
H -3.85 -2.77 2.66  0.38
H -1.80 -2.69 1.26  0.42

The calculation puts the HOMO energy (spin up / spin down) at -0.2749 / -0.2748 hartree.

---

[2]
Density functional theory data (wB97M-V/def2-TZVPD) for C34H18IN9PbSe as an isolated structure.

Each line ends with the Mulliken charge.
Positions of all 64 atoms, in Å:
Pb 0.90 0.15 0.53  1.40
C -3.60 1.22 5.32  -0.63
C -3.55 2.55 4.88  -0.65
C -2.90 2.89 3.70  -0.19
C -2.30 1.86 2.99  0.13
C -1.52 1.86 1.75  -0.20
N -1.26 2.95 1.08  -0.54
C -0.57 2.97 -0.06  0.04
C -0.56 4.12 -0.95  0.28
C -1.14 5.37 -0.85  -0.18
C -0.96 6.25 -1.90  -0.66
C -0.22 5.87 -3.03  -0.61
C 0.35 4.61 -3.14  -0.25
C 0.18 3.74 -2.07  0.45
C 0.58 2.36 -1.86  -0.41
N 1.13 1.62 -2.78  -0.57
C 1.26 0.29 -2.71  -0.20
N 0.81 -0.52 -1.73  -0.31
C 1.12 -1.81 -2.05  -0.48
N 0.87 -2.91 -1.34  -0.53
C 0.28 -2.93 -0.17  -0.38
N -0.13 -1.85 0.59  -0.13
C -0.83 -2.29 1.65  0.06
N -1.46 -1.55 2.57  -0.60
C -1.61 -0.26 2.45  -0.09
N -1.16 0.57 1.45  -0.22
C -2.35 0.54 3.43  0.36
C -3.00 0.20 4.61  -0.19
C -0.87 -3.74 1.64  0.16
C -1.46 -4.66 2.49  -0.07
C -1.32 -6.00 2.17  -0.69
C -0.62 -6.41 1.03  -0.59
C -0.04 -5.49 0.17  -0.25
C -0.16 -4.14 0.50  0.52
C 1.79 -1.83 -3.33  0.58
C 2.30 -2.87 -4.12  -0.29
C 2.89 -2.53 -5.32  -0.64
C 2.97 -1.19 -5.74  -0.68
C 2.47 -0.17 -4.97  -0.20
C 1.88 -0.50 -3.75  0.29
N 0.16 1.98 -0.59  0.00
H -4.11 1.00 6.25  0.41
H -4.03 3.32 5.47  0.41
H -2.85 3.91 3.35  0.56
H -1.72 5.65 0.03  0.57
H -1.39 7.24 -1.86  0.41
H -0.10 6.58 -3.84  0.40
H 0.91 4.31 -4.01  0.56
H -3.02 -0.83 4.94  0.57
H -2.00 -4.34 3.36  0.57
H -1.75 -6.75 2.82  0.40
H -0.53 -7.47 0.82  0.41
H 0.50 -5.80 -0.72  0.56
H 2.22 -3.90 -3.78  0.56
H 3.30 -3.31 -5.95  0.40
H 3.45 -0.98 -6.69  0.40
H 2.53 0.87 -5.29  0.55
I 4.50 -0.24 1.56  0.17
C 3.08 -0.27 0.04  -1.13
H 3.04 -1.26 -0.41  0.40
H 3.30 0.47 -0.73  0.45
Se 1.54 1.56 2.98  -0.10
C 2.19 0.34 4.18  0.19
N 2.58 -0.41 4.96  -0.53

The calculation puts the energy above the lowest of the compared OMol25 structures with the same formula, charge and spin at 51.33 kcal per mole. The calculation puts the HOMO energy (spin up / spin down) at -0.2487 / -0.2497 hartree.

---

[3]
Density functional theory data (wB97M-V/def2-TZVPD) for a 20-piece molecular cluster, C22H76BrN5O24P overall.

Each line ends with the Mulliken charge.
Positions of all 129 atoms, in Å:
C 6.54 -5.82 1.56  -0.90
O 7.02 -4.51 1.84  -0.20
C 6.51 -3.54 0.92  -0.63
C 5.12 -3.06 1.32  -0.68
C 4.94 -1.58 0.92  -0.03
C 4.27 -1.45 -0.45  -0.81
C 4.39 -0.03 -1.01  -1.09
C 3.96 1.04 0.00  0.23
C 2.53 0.86 0.53  0.33
C 1.64 2.12 0.39  -1.96
N 0.29 1.74 -0.01  0.67
C -0.37 1.59 -1.18  0.11
N 0.15 1.80 -2.43  0.21
C 1.54 2.07 -2.70  -0.68
C 1.83 3.56 -2.59  0.62
O 1.02 4.37 -2.70  -0.35
Br 3.67 4.07 -2.27  -0.11
P -0.97 1.79 -3.75  1.07
O -2.01 2.80 -3.55  -0.80
O -0.16 2.09 -5.05  -0.51
O -1.62 0.35 -3.87  -0.47
N -1.62 1.22 -0.97  -0.32
C -1.79 1.12 0.35  -1.09
C -3.03 0.72 1.01  0.59
C -4.18 1.72 0.80  -1.28
C -5.23 1.11 -0.14  -0.58
C -6.20 0.27 0.68  -0.64
N -6.77 -0.88 -0.01  0.39
C -8.11 -1.10 -0.19  -0.47
C -8.31 -2.26 -0.85  -0.78
C -7.01 -2.82 -1.10  -0.58
C -6.11 -1.92 -0.60  -0.41
N -0.63 1.44 0.94  0.14
C -0.42 1.43 2.40  -1.10
H 6.22 -6.27 2.49  0.32
H 5.71 -5.84 0.86  0.37
H 7.34 -6.44 1.14  0.28
H 6.51 -3.97 -0.09  0.40
H 7.21 -2.71 0.92  0.33
H 4.95 -3.19 2.39  0.14
H 4.37 -3.63 0.77  0.45
H 5.90 -1.06 0.91  0.53
H 4.26 -1.11 1.64  0.01
H 4.73 -2.15 -1.14  0.57
H 3.22 -1.74 -0.36  0.19
H 5.41 0.20 -1.30  0.50
H 3.79 0.03 -1.93  0.15
H 4.06 2.02 -0.45  0.18
H 4.65 1.02 0.83  -0.28
H 2.50 0.51 1.56  0.30
H 2.04 0.07 -0.05  0.57
H 1.62 2.65 1.33  0.78
H 2.10 2.80 -0.32  0.00
H 1.79 1.82 -3.73  0.83
H 2.22 1.50 -2.09  -0.24
H 0.41 1.36 -5.34  0.30
H -1.41 -0.23 -3.12  0.42
H -3.33 -0.24 0.59  0.12
H -2.87 0.55 2.07  0.72
H -3.85 2.71 0.50  0.47
H -4.66 1.85 1.77  0.44
H -5.77 1.88 -0.69  0.48
H -4.73 0.47 -0.87  0.35
H -5.74 -0.12 1.59  0.42
H -7.03 0.91 0.98  0.11
H -8.91 -0.46 0.14  0.47
H -9.26 -2.68 -1.14  0.45
H -6.78 -3.74 -1.60  0.51
H -5.04 -2.04 -0.62  0.37
H -0.51 0.40 2.75  0.37
H 0.55 1.80 2.68  0.39
H -1.21 1.99 2.87  0.40
O 3.68 2.95 2.45  -0.60
H 3.99 2.93 3.36  0.30
H 3.40 3.87 2.34  0.24
O 7.87 -6.38 4.29  -0.62
H 7.57 -5.51 4.01  0.30
H 8.71 -6.21 4.73  0.30
O -2.75 -2.74 -5.08  -0.71
H -2.16 -2.15 -4.60  0.33
H -3.07 -2.20 -5.81  0.36
O -7.05 3.40 1.68  -0.60
H -6.46 4.13 1.88  0.30
H -7.49 3.67 0.86  0.30
O -7.64 -0.34 -3.17  -0.57
H -7.32 -0.23 -2.27  0.31
H -7.91 0.53 -3.48  0.28
O -9.99 -1.52 2.38  -0.66
H -10.79 -1.10 2.03  0.31
H -9.60 -1.96 1.61  0.40
O -0.90 -2.31 0.49  -0.62
H -1.71 -2.83 0.49  0.33
H -1.16 -1.45 0.83  0.33
O -4.61 0.38 3.68  -0.55
H -5.37 0.61 4.22  0.28
H -4.26 -0.42 4.10  0.26
O -4.93 1.74 -4.35  -0.66
H -4.02 1.98 -4.12  0.37
H -5.13 0.96 -3.82  0.30
O 2.54 4.99 3.99  -0.57
H 2.84 4.98 4.91  0.29
H 2.26 5.91 3.84  0.29
O -6.06 -2.17 -5.34  -0.63
H -6.61 -1.80 -4.64  0.30
H -5.32 -2.56 -4.86  0.30
O 4.57 -3.28 4.54  -0.58
H 3.84 -3.06 5.13  0.27
H 5.04 -3.98 5.01  0.28
O 1.99 0.77 -6.93  -0.62
H 1.80 1.25 -7.74  0.31
H 2.93 0.56 -6.99  0.30
O 10.09 -4.06 2.32  -0.67
H 9.20 -3.82 2.02  0.23
H 10.50 -4.46 1.55  0.32
O -0.69 -2.92 -7.46  -0.62
H -1.35 -2.86 -6.75  0.35
H 0.00 -3.48 -7.10  0.30
O 3.27 7.62 2.55  -0.61
H 2.96 8.06 1.75  0.31
H 4.22 7.53 2.43  0.32
O 9.14 -1.20 1.66  -0.61
H 9.57 -1.92 2.14  0.34
H 9.13 -0.47 2.29  0.32
O -7.96 5.66 3.26  -0.60
H -8.60 4.94 3.28  0.31
H -8.47 6.46 3.41  0.30
O 5.98 1.30 3.34  -0.67
H 5.39 1.72 2.71  0.41
H 5.82 0.35 3.21  0.34

The calculation puts the HOMO energy at -0.3817 hartree. The net charge is +1.

---

Record-wise calculated total energy values, in a.u.: -2265.711649; -4691.263404; -5878.619674
Record-wise molecular weight values, in g mol⁻¹: 682.16; 965.64; 905.74